[1]
{"formula": "CH2Br2ClOP", "method": "ωB97M-V with the def2-TZVPD basis set", "species": ["Cl", "C", "Br", "Br", "H", "P", "H", "O"], "coordinates": [[0.23028, 0.14048, -2.20089], [0.13481, 0.97709, -0.69712], [1.33257, -2.13709, 0.26810], [-2.05428, -1.35764, 0.48008], [-0.76943, 1.56244, -0.58096], [-0.04614, -0.54550, 0.89429], [1.04670, 1.50983, -0.44120], [0.12549, -0.14960, 2.27770]], "forces_ev_per_a": [[0.0, 0.0, -0.3], [0.0, -2.0, 2.5], [-0.1, 0.2, 0.0], [0.2, 0.1, -0.1], [0.0, 0.0, -0.1], [-0.1, 1.4, -2.6], [-0.1, 0.0, -0.1], [0.2, 0.5, 0.6]], "lowdin_charge": [0.520, -0.684, 0.340, 0.333, 0.025, -0.113, 0.031, -0.452], "de_lowest_kcal_mol": 3.21, "total_charge": 0, "spin_multiplicity": 1, "gap_ev": 9.72, "smiles": "O=P(Br)(Br)CCl"}

=====

[2]
{"formula": "C2H5NO3S", "method": "ωB97M-V with the def2-TZVPD basis set", "species": ["C", "O", "H", "O", "H", "H", "S", "H", "N", "H", "O", "C"], "coordinates": [[-0.14546, -1.44569, -0.58736], [-0.89450, -1.80247, -1.74512], [1.03883, 1.40628, 0.24455], [-0.45829, 0.24290, -3.42827], [-0.52722, -1.59007, 0.46792], [-0.49720, 1.79179, -0.23841], [-0.99497, -0.03815, -2.12996], [0.92598, -2.04872, -0.69733], [0.11791, -0.02507, -0.89469], [-0.37072, 0.63462, 0.91713], [-2.29820, 0.57512, -1.88111], [0.07506, 0.98879, 0.10595]], "forces_ev_per_a": [[4.2, -1.7, 0.1], [-0.6, 3.3, 0.3], [1.1, 0.1, 0.6], [0.2, -0.6, 1.0], [-0.3, 0.0, -1.4], [-1.2, 1.3, -0.6], [-1.6, -0.9, -1.1], [-2.7, 1.3, 0.6], [-1.0, -1.2, -1.2], [-1.6, -1.4, 3.9], [2.0, -1.3, 0.6], [1.6, 1.0, -2.8]], "lowdin_charge": [-0.275, -0.183, 0.091, -0.250, 0.137, 0.080, 0.760, 0.172, -0.247, 0.049, -0.267, -0.066], "de_lowest_kcal_mol": 77.95, "total_charge": 0, "spin_multiplicity": 1, "gap_ev": 11.18}

=====

[3]
{"formula": "C28H70O14", "method": "ωB97M-V with the def2-TZVPD basis set", "species": ["H", "H", "C", "O", "H", "H", "C", "H", "C", "C", "H", "H", "H", "C", "H", "H", "H", "H", "H", "H", "O", "H", "O", "H", "O", "H", "C", "O", "O", "H", "O", "C", "H", "H", "H", "H", "H", "H", "H", "C", "C", "C", "H", "O", "H", "C", "H", "O", "H", "C", "H", "H", "H", "O", "H", "H", "C", "H", "H", "C", "O", "C", "H", "H", "C", "C", "H", "H", "H", "H", "C", "C", "C", "H", "C", "H", "C", "O", "H", "C", "C", "O", "H", "H", "H", "H", "C", "H", "H", "H", "H", "H", "H", "H", "H", "H", "H", "H", "C", "H", "H", "C", "H", "H", "H", "H", "H", "H", "O", "H", "H", "C"], "coordinates": [[-2.92038, 4.91327, -0.75724], [-1.84850, -1.71006, 2.01788], [-3.13461, 1.51760, -2.10129], [1.28815, 1.41263, 0.20543], [-0.34177, 1.17082, -0.94509], [6.73394, 0.63386, -1.27197], [-4.34351, -2.43014, 1.70873], [5.08536, 0.45232, -1.28443], [0.93243, 2.69496, 0.71746], [1.03490, -4.46037, 5.09082], [2.92960, -3.73175, 5.47030], [-5.71210, 2.69163, 0.42480], [-4.57137, -1.55148, 1.20306], [5.05919, -2.11834, -1.42717], [-4.15412, 4.12277, 3.51046], [-3.84440, 4.08698, 1.26822], [2.45381, 1.94720, -2.75885], [-0.19618, -1.17615, -1.16817], [4.31093, 2.73800, -4.10660], [4.49954, 1.01264, -4.66035], [-1.58364, 6.22839, 0.07044], [4.09255, -2.05914, 3.83017], [-0.27482, -4.01011, 4.85255], [4.93943, -2.20081, -2.51172], [2.56625, 1.86195, -4.79226], [-3.45385, 5.45272, 4.38370], [-3.85887, 5.18837, 3.40356], [-4.85621, 1.00663, -0.50113], [-2.55546, 0.22349, -2.17565], [-0.13701, 5.51146, 1.29550], [5.09172, -3.37956, 0.59504], [5.13687, -3.46544, -0.78809], [-3.98590, 2.83855, -0.68510], [3.66275, -4.78016, 0.89222], [5.22041, 4.32681, -7.79918], [1.59385, -3.34697, 1.10388], [-2.29553, 2.21527, -2.28476], [2.37784, 0.25194, -3.40266], [1.47280, -0.55653, -1.25874], [2.09107, 1.32788, -3.57542], [4.20120, 4.46937, -7.50924], [-2.31856, 5.07711, 0.13825], [3.89347, 2.00670, -7.02801], [2.25119, -3.05069, 3.63443], [5.44073, 2.46488, -6.29279], [1.46276, -2.72623, 0.23520], [-4.79032, 1.57786, 1.53167], [-2.85508, 5.32917, 2.46573], [-5.51639, -3.62185, 0.38985], [-5.46730, -3.44955, 1.47166], [2.45877, -2.65582, -0.20677], [0.15717, 7.13327, 0.65125], [0.77694, -3.16072, -0.45873], [-6.72151, -3.13868, 2.17430], [4.25220, -4.04175, -1.06520], [3.84710, 5.52744, -7.48570], [-7.36113, -4.28855, 2.64817], [-0.82994, -5.59165, 3.71309], [0.65313, 3.30927, -0.13437], [-3.36334, 5.09482, 1.21611], [0.92656, -1.47646, 0.57201], [2.06444, -3.35162, 4.99174], [-2.05779, -1.53883, 0.19672], [-1.69739, 4.15918, 0.31922], [-3.70742, 1.75330, -0.70072], [5.99785, -0.05301, -1.65145], [-1.14093, -2.88177, 0.84621], [4.14582, -1.57934, -1.08803], [3.59410, 3.97024, -8.26408], [-1.49312, 0.39546, -3.95165], [4.67798, -4.58759, 1.14461], [-5.44528, 1.62419, 0.65093], [-0.59246, 6.45522, 1.05283], [-2.91473, 1.63611, 0.04426], [4.36914, 2.52412, -6.19044], [1.06406, -4.84888, 6.12655], [-2.27047, -0.23808, -3.49455], [-3.16568, -3.06799, 1.25119], [-7.66805, -4.91746, 1.80700], [3.09564, -1.98285, 3.38525], [-2.04365, -2.25861, 1.06348], [6.15933, -1.30399, -1.07265], [4.76704, -4.55185, 2.20383], [6.02802, -4.01664, -1.14740], [-5.12525, -4.44452, 1.83021], [-3.90975, 1.67057, -2.87759], [0.62657, -0.70076, -0.58535], [1.64662, -2.50657, 5.54340], [-4.18868, 5.78388, 1.03579], [2.59324, -1.07444, 3.80123], [6.00533, -0.11726, -2.70592], [-3.20005, -0.27117, -4.05429], [-8.31919, -4.03887, 3.12824], [1.27205, -5.28679, 4.40553], [3.15916, -1.73798, 2.33932], [-1.84122, -4.24533, 3.56581], [5.33423, -5.38925, 0.78582], [1.00579, 1.41018, -3.50393], [0.18489, 0.68048, -0.12334], [-6.72520, -4.79726, 3.36831], [1.76995, 3.09844, 1.30314], [3.97466, 1.99704, -4.86264], [-6.40932, 1.09626, 0.82292], [-4.18389, -2.08993, 2.73881], [-0.57270, 0.56873, 0.69139], [-1.85745, -1.25108, -3.46961], [-4.72315, 5.84667, 3.21955], [-1.01119, 6.82539, 1.98785], [3.95735, 3.87843, -6.25946], [0.08477, 2.68594, 1.44437], [-0.15263, -4.06842, 2.82161], [-0.76430, -4.50072, 3.63673]], "forces_ev_per_a": [[0.5, 0.2, -0.5], [0.1, -0.1, -0.7], [0.7, -0.2, 0.0], [0.9, 1.1, 1.6], [-0.3, 0.0, -0.3], [0.9, -0.1, -0.1], [0.2, -1.3, 1.1], [-0.3, -0.4, -0.4], [0.0, -0.3, 0.5], [0.1, -0.2, 0.7], [1.4, -0.1, 0.4], [0.4, -0.7, 0.2], [-0.2, 1.7, -1.5], [-0.7, 1.0, 0.5], [-0.3, 0.4, -0.3], [0.1, 0.3, -0.5], [0.3, -0.1, 0.4], [0.4, 0.2, 0.3], [0.0, -0.4, -0.1], [-0.5, 0.8, -0.2], [0.4, 1.3, -1.0], [0.0, -0.3, 0.0], [0.0, 0.3, 0.4], [0.3, -0.2, -0.2], [-0.2, -0.5, -0.3], [0.0, 0.2, -0.1], [-0.2, -0.4, 1.7], [-0.1, 0.6, 1.5], [-0.2, -0.8, 0.1], [0.6, -0.6, 0.1], [0.4, 1.0, 0.6], [0.0, -0.4, -0.5], [0.3, -0.5, 0.0], [-1.1, -0.4, -0.3], [0.9, 0.4, -0.2], [-0.3, -0.1, 0.6], [-0.5, 0.3, 0.1], [-0.1, 0.9, -0.3], [0.4, -0.3, 0.1], [0.4, -0.3, 0.3], [-1.4, 0.2, 0.1], [-0.5, -1.5, 1.1], [0.0, -0.5, 0.1], [0.0, -1.1, -0.4], [0.7, -0.1, -0.1], [0.4, 0.3, -0.2], [-0.1, -0.1, -0.2], [1.1, 0.6, 0.8], [-0.8, 0.5, 0.0], [0.0, -1.0, 1.4], [0.0, 0.2, -0.3], [-0.1, 0.0, -0.1], [-0.3, -0.9, -0.7], [1.5, 0.7, -1.2], [-0.1, -0.1, -0.7], [0.7, -0.8, 0.1], [-0.8, -0.1, -0.3], [0.6, -0.2, -0.6], [0.0, 0.5, 0.0], [-1.2, -1.4, -0.3], [0.3, 0.7, -0.1], [-1.7, -0.3, -0.5], [-0.7, -0.4, 0.8], [-0.1, 0.6, -0.3], [0.9, 1.3, -2.2], [-0.6, 1.1, 1.6], [-1.0, 0.2, 0.4], [0.2, -0.4, 0.0], [-0.2, -0.1, -0.3], [-0.4, 0.0, -0.2], [1.1, -0.4, -0.2], [-1.8, -0.4, -0.5], [-0.3, -0.3, 0.2], [-0.1, -0.4, 0.3], [-0.7, 0.9, -0.7], [0.1, 0.1, -0.3], [0.2, 0.4, 0.6], [-0.4, -0.5, -0.8], [0.3, -0.4, 0.1], [-0.6, 2.1, 0.9], [1.3, 0.7, 0.2], [0.0, -0.8, -0.1], [0.1, 0.2, 0.9], [-0.2, 0.1, 0.2], [0.0, 0.6, 0.2], [0.2, -0.1, 0.3], [-0.9, 0.1, 0.4], [0.2, 0.3, 0.0], [0.0, 0.4, -0.4], [0.6, -0.2, 0.1], [0.0, 0.2, -1.4], [0.0, 0.2, -0.5], [0.5, 0.4, 0.0], [0.2, 0.1, 0.1], [0.1, -0.6, -0.6], [0.7, 0.5, -0.2], [-0.2, -0.2, 0.0], [0.0, -0.1, -0.5], [-1.4, -1.3, -0.6], [0.0, -0.4, 0.0], [0.0, 0.0, -0.6], [0.0, -0.7, 1.2], [0.8, 0.2, 0.2], [-0.3, -0.5, 0.3], [0.6, 0.1, -0.1], [-0.2, 0.1, 0.4], [0.1, -0.3, -0.2], [-0.1, 0.3, -0.1], [0.1, 0.3, 0.5], [0.3, -0.4, -0.6], [-0.5, -0.7, 0.0], [-1.2, 0.1, 0.0]], "lowdin_charge": [0.124, 0.107, -0.191, -0.167, 0.108, 0.087, -0.191, 0.095, -0.097, -0.217, 0.112, 0.094, 0.089, -0.217, 0.097, 0.106, 0.082, 0.121, 0.138, 0.135, -0.147, 0.095, -0.179, 0.129, -0.174, 0.092, -0.124, -0.152, -0.222, 0.069, -0.167, -0.239, 0.104, 0.072, 0.074, 0.072, 0.123, 0.095, 0.111, -0.112, -0.115, -0.236, 0.132, -0.191, 0.121, -0.111, 0.089, -0.176, 0.127, -0.150, 0.068, 0.093, 0.083, -0.189, 0.118, 0.105, -0.143, 0.090, 0.081, -0.255, -0.180, -0.206, 0.090, 0.122, -0.263, -0.130, 0.077, 0.116, 0.081, 0.084, -0.110, -0.109, -0.079, 0.123, -0.223, 0.130, -0.091, -0.193, 0.087, -0.119, -0.118, -0.150, 0.081, 0.141, 0.119, 0.134, -0.183, 0.134, 0.132, 0.103, 0.066, 0.085, 0.089, 0.126, 0.072, 0.092, 0.098, 0.074, -0.257, 0.085, 0.094, -0.219, 0.100, 0.132, 0.134, 0.086, 0.098, 0.084, -0.186, 0.093, 0.087, -0.110], "de_lowest_kcal_mol": 141.39, "total_charge": 0, "spin_multiplicity": 1, "gap_ev": 10.13, "smiles": "COCCOC.COCCOC.COCCOC.COCCOC.COCCOC.COCCOC.COCCOC"}

=====

[4]
{"formula": "C4H3Br", "method": "ωB97M-V with the def2-TZVPD basis set", "species": ["C", "C", "C", "H", "C", "Br", "H", "H"], "coordinates": [[-0.52136, 0.83315, 0.00700], [0.25967, -0.09162, 0.74988], [-1.38123, 1.47452, -0.60574], [1.35528, -2.12949, -0.01077], [0.98128, -1.21460, -0.34062], [0.71460, -0.14275, 2.59328], [-1.83710, 2.22940, -1.20152], [0.42886, -0.95863, -1.19152]], "forces_ev_per_a": [[-1.6, 0.7, 0.5], [3.1, -4.3, -4.5], [2.2, -0.9, 1.1], [0.7, -1.2, 0.4], [-3.7, 5.8, 5.2], [-0.5, 0.4, -1.0], [-0.3, -0.1, 0.0], [-0.1, -0.4, -1.7]], "lowdin_charge": [-0.245, -0.695, 0.131, 0.003, 0.104, 0.678, 0.027, -0.003], "de_lowest_kcal_mol": 57.69, "total_charge": 0, "spin_multiplicity": 1, "gap_ev": [8.12, 8.38], "smiles": "C#CC(=C)Br"}

=====

[5]
{"formula": "C4H8N2O", "method": "ωB97M-V with the def2-TZVPD basis set", "species": ["N", "C", "C", "H", "H", "H", "N", "O", "C", "H", "C", "H", "H", "H", "H"], "coordinates": [[-0.73405, 0.18310, 1.56029], [-0.94447, 0.54211, -1.38545], [0.29828, 0.84745, -0.67587], [-1.17890, 1.09461, -2.28936], [2.16560, 0.67992, 0.74870], [1.13832, -1.81395, -0.29399], [0.19319, -0.36793, -1.53996], [1.58238, 0.13739, 1.29557], [0.34810, 0.02009, 0.62407], [-0.65169, -1.85591, -0.18398], [0.22761, -1.21026, -0.31156], [-0.38612, 0.51672, 2.45338], [-1.21597, -0.69410, 1.72012], [0.95800, 1.67329, -0.94226], [-1.80029, 0.24747, -0.77971]], "forces_ev_per_a": [[0.1, -0.1, 0.2], [-0.3, 0.1, -0.1], [0.1, 0.4, 0.1], [0.1, -0.1, 0.1], [0.0, -0.2, 0.2], [-0.1, 0.1, 0.0], [0.1, -0.2, -0.2], [0.1, 0.1, -0.1], [-0.2, 0.0, -0.2], [0.1, 0.1, 0.0], [0.0, -0.3, 0.1], [0.0, 0.1, -0.2], [0.1, 0.1, 0.0], [-0.1, -0.1, 0.1], [0.1, 0.0, -0.1]], "lowdin_charge": [0.110, -0.117, -0.187, 0.107, 0.096, 0.119, -0.014, 0.013, -0.552, 0.116, -0.096, 0.085, 0.075, 0.137, 0.108], "de_lowest_kcal_mol": 70.95, "total_charge": 0, "spin_multiplicity": 1, "gap_ev": 10.27, "smiles": "N[C@@]1(O)CN2C[C@H]21"}

=====

[6]
{"formula": "CH2FIS", "method": "ωB97M-V with the def2-TZVPD basis set", "species": ["S", "H", "F", "C", "H", "I"], "coordinates": [[-0.89215, 1.09965, 0.68316], [0.39990, 0.03536, -1.21701], [-0.09960, -1.49829, 0.04169], [0.29896, -0.16823, -0.20469], [-1.91861, 0.50601, 0.19339], [2.21150, 0.02550, 0.50346]], "forces_ev_per_a": [[2.7, -0.9, -0.5], [-0.6, 0.1, -1.9], [0.0, 1.5, -0.5], [-1.9, -0.3, 2.9], [-1.6, -0.7, -0.7], [1.3, 0.3, 0.7]], "lowdin_charge": [0.635, -0.011, -0.174, -1.114, -0.203, 0.867], "de_lowest_kcal_mol": 10.55, "total_charge": 0, "spin_multiplicity": 1, "gap_ev": 10.20}